# 1
# C9H19F3N2Si

A cluster of 2 separate species, C9H19F3N2Si in total at a distorted geometry (ωB97M-V with the def2-TZVPD basis set, OMol25).

Results
Energy relative to the best compared isomer or geometry (same formula, charge and spin), kcal per mole: 90.9
HOMO level (alpha / beta), eV: -7.07 / -7.07
E_LUMO (alpha / beta), eV: -0.190 / -0.190
Kohn-Sham gap (alpha / beta), hartree: 0.2530 / 0.2529
Spin multiplicity: 1

```
34
Properties=species:S:1:pos:R:3:forces:R:3
C 0.538878 -0.751672 -3.354575 1.0 2.0 1.3
C 0.059103 0.126954 -2.448655 0.3 -0.6 0.8
C 0.761120 -2.539060 -0.094170 -2.0 0.4 -2.0
C 2.346785 -1.023246 0.935651 -0.2 -0.1 -0.4
C 0.104677 1.701455 1.514456 -2.1 -4.7 1.6
C 0.431571 2.790110 -0.506718 2.4 2.4 -1.8
C -2.690740 -1.091339 -0.026650 3.4 1.2 1.9
C -3.454709 0.141488 -0.172262 -0.5 -2.3 -2.7
C -4.574501 0.351368 0.746975 -3.3 -1.5 -1.7
N 1.154960 -1.165355 0.095066 -0.1 1.0 0.1
N 0.500239 1.541461 0.186568 0.2 0.2 -2.2
F -2.708457 1.262588 -0.052577 1.5 2.3 0.3
F -5.560519 1.064560 0.074534 0.3 0.3 0.3
F -5.208502 -0.816432 1.082501 0.3 -0.2 -0.1
Si 0.183737 0.081614 -0.606021 0.2 -2.0 0.6
H 0.179179 -0.776582 -4.329867 -0.8 0.1 -1.6
H 1.555900 -1.128447 -3.293125 -0.4 -0.9 0.8
H -0.704703 0.869943 -2.590042 -0.9 -0.2 -1.1
H -0.058295 -2.817129 0.588900 1.2 -0.6 1.0
H -0.005856 -2.525342 -0.974718 2.0 -0.4 0.4
H 1.701526 -3.146509 -0.221891 -1.6 0.0 0.1
H 2.346513 -1.811228 1.741165 0.0 1.3 -0.4
H 3.227384 -1.146669 0.328010 0.6 -1.0 -0.5
H 2.549369 0.023845 1.160726 -0.7 0.0 1.1
H 0.644398 2.338289 2.143096 1.3 0.9 0.7
H -0.937189 1.930933 1.560893 -0.9 0.9 0.1
H 0.008288 0.593534 1.921361 0.8 2.1 0.0
H -0.535768 3.344198 -0.365862 0.7 -0.6 -0.2
H 1.298921 3.427946 -0.050345 -1.6 -0.6 -0.7
H 0.761471 2.771166 -1.658197 -1.1 -0.4 2.5
H -2.672291 -1.896366 -0.682410 -0.5 -0.9 -1.4
H -2.339298 -1.394865 0.968127 -0.5 0.2 -0.1
H -3.872497 0.146483 -1.215452 0.1 0.0 0.8
H -4.399184 0.829330 1.627180 0.9 1.6 2.5
```
Positions in Å, forces in eV/Å.

Atomic partial charges in e from the Löwdin method, atoms 1 to 8: atom 1 (C): -0.03, atom 2 (C): -0.23, atom 3 (C): -0.16, atom 4 (C): -0.12, atom 5 (C): -0.17, atom 6 (C): -0.16, atom 7 (C): 0.00, atom 8 (C): -0.45

# 2
# C2H2CaCuO2

A structure of composition C2H2CaCuO2 at a distorted geometry (ωB97M-V with the def2-TZVPD basis set, OMol25).

Results
Energy relative to the best compared isomer or geometry (same formula, charge and spin), kcal per mole: 103.7
HOMO level (alpha / beta), eV: -10.91 / -10.91
E_LUMO (alpha / beta), eV: -5.761 / -5.759
Net charge: +1
Kohn-Sham gap (alpha / beta), hartree: 0.1892 / 0.1893
Spin multiplicity: 1

```
8
Properties=species:S:1:pos:R:3:forces:R:3
C -1.217450 1.188025 -0.457176 -0.9 -5.7 -6.2
C -0.514141 0.361304 0.438323 6.4 -4.1 -2.2
O -0.264331 -0.928394 0.103930 -1.7 5.5 2.0
O -1.067794 1.040831 -1.765942 -1.6 2.4 6.7
H -2.095244 0.650295 0.315313 -1.1 2.4 -1.5
Ca 3.289839 -1.264163 -0.819359 0.1 -0.1 0.0
Cu 1.621880 -1.934662 1.142781 -0.2 0.1 -0.2
H 0.247239 0.886764 1.042131 -1.1 -0.5 1.4
```
Positions in Å, forces in eV/Å.

How positive or negative is each atom? The Löwdin charges in e answer that: atom 1 (C): -0.08, atom 2 (C): -0.24, atom 3 (O): -0.21, atom 4 (O): 0.06, atom 5 (H): 0.22, atom 6 (Ca): 1.05, atom 7 (Cu): 0.06, atom 8 (H): 0.13

# 3
# C58H50OP2SZr

A structure of composition C58H50OP2SZr (ωB97M-V with the def2-TZVPD basis set, OMol25).

Results
Energy relative to the best compared isomer or geometry (same formula, charge and spin), kcal per mole: 6.6
HOMO level, eV: -17.25
E_LUMO, eV: -12.641
Net charge: +4
Kohn-Sham gap, hartree: 0.1693
Spin multiplicity: 1

```
113
Properties=species:S:1:pos:R:3:forces:R:3
Zr 0.138029 -0.153783 0.332011 -0.2 -0.1 1.0
C 3.663065 -2.299636 2.794996 0.0 0.0 0.1
C 2.753641 -1.979705 1.605668 0.0 0.1 0.0
C 3.442418 -1.027028 0.620627 0.0 0.0 0.0
C 1.441099 -1.395978 2.076007 0.3 -0.3 0.3
C 1.399060 -0.081368 2.544489 0.1 0.1 0.4
C 0.213974 0.482953 3.035561 0.0 0.0 -0.1
C -0.973296 -0.264836 3.108965 0.1 0.2 0.1
C -2.160790 0.209421 3.876405 -0.1 -0.1 -0.1
C -0.947098 -1.563460 2.571277 0.2 -0.1 -0.2
C 0.233095 -2.125415 2.076322 0.3 0.1 0.0
H 4.596210 -2.737537 2.438375 0.0 0.0 0.0
H 3.198598 -3.014534 3.474798 0.0 0.0 0.0
H 3.910570 -1.395158 3.357419 0.0 -0.1 0.0
H 2.523456 -2.904819 1.089624 0.0 -0.2 -0.1
H 3.901241 -0.164581 1.107857 0.0 0.0 0.0
H 2.748541 -0.632642 -0.151006 -0.2 0.1 -0.2
H 4.219454 -1.532269 0.046999 0.0 0.0 0.1
H 2.317180 0.484935 2.605660 0.0 0.2 -0.1
H 0.251548 1.481100 3.454218 -0.1 0.1 -0.1
H -3.088418 0.087701 3.312765 0.0 0.0 0.0
H -2.060607 1.240392 4.190165 0.0 0.1 0.0
H -2.239467 -0.414189 4.772546 0.0 0.0 0.0
H -1.843938 -2.171005 2.623235 0.0 0.0 -0.1
H 0.246401 -3.154308 1.745516 0.0 -0.1 -0.1
O -0.094494 0.207993 -1.579649 0.3 -0.2 -0.5
S 0.790050 1.302885 -2.315856 -0.2 0.6 0.2
C -0.369985 2.177925 -3.235996 -0.1 0.0 -0.3
C -0.414376 2.007534 -4.619336 -0.1 0.1 0.2
C -1.169836 2.843247 -5.438141 -0.2 0.3 0.0
C -1.838876 3.894951 -4.836422 0.1 -0.3 -0.4
C -2.673561 4.984115 -5.448809 0.0 -0.1 0.0
C -3.116594 5.863450 -4.255330 0.0 0.0 0.1
C -2.563149 5.162149 -3.044964 -0.1 0.2 0.4
C -2.682817 5.442829 -1.697133 0.0 0.0 -0.5
C -2.096158 4.557470 -0.793052 0.2 -0.3 0.0
C -1.345968 3.425458 -1.151844 -0.2 0.0 -0.1
P -0.884905 2.420026 0.332083 -0.1 0.6 -0.5
C -2.390254 2.503747 1.315721 -0.1 0.0 0.1
C -3.496124 1.828022 0.784287 -0.1 0.0 0.1
C -4.735009 1.922480 1.402021 0.1 0.0 0.0
C -4.881358 2.705073 2.545716 0.0 0.0 0.0
C -3.787931 3.381735 3.071963 0.0 0.0 0.0
C -2.542416 3.280851 2.460670 0.0 -0.1 0.2
C 0.508607 3.283114 1.095091 0.1 0.1 0.0
C 1.756788 2.687430 0.910956 0.0 0.0 0.3
C 2.932951 3.248250 1.380726 0.0 0.1 0.1
C 2.865094 4.467335 2.043467 0.0 0.0 0.0
C 1.637899 5.104507 2.206723 0.0 0.0 0.0
C 0.467977 4.528529 1.726617 0.0 0.0 0.1
C -1.137017 3.181897 -2.548015 0.1 -0.2 0.2
C -1.809006 4.042493 -3.434531 -0.1 0.1 0.1
C 1.795389 0.352943 -3.356667 0.1 -0.3 0.1
C 2.687462 1.194281 -4.006303 0.1 0.0 -0.1
C 3.461968 0.773334 -5.086333 0.0 0.0 0.0
C 3.275630 -0.517867 -5.510441 0.1 -0.1 -0.2
C 3.904933 -1.239254 -6.677133 -0.2 0.0 0.2
C 3.296577 -2.663203 -6.639491 -0.1 0.1 0.2
C 2.409411 -2.663902 -5.416557 0.2 0.1 -0.3
C 1.670299 -3.662532 -4.860249 -0.1 -0.1 0.2
C 1.042184 -3.398569 -3.631972 0.0 -0.2 -0.1
C 1.026301 -2.172184 -2.978953 0.2 0.2 0.0
P 0.374526 -2.358608 -1.274272 -0.3 0.1 -0.2
C -1.438752 -2.449902 -1.344949 -0.2 -0.1 -0.1
C -2.116185 -3.324063 -2.190536 -0.1 -0.1 -0.1
C -3.503562 -3.392151 -2.171336 0.0 0.0 0.0
C -4.240429 -2.586865 -1.308830 -0.1 0.0 0.0
C -3.593851 -1.693222 -0.464285 -0.1 -0.2 -0.1
C -2.212879 -1.657967 -0.506316 0.0 0.0 -0.2
C 0.907093 -3.985329 -0.723317 0.1 -0.1 0.0
C 0.031083 -4.863780 -0.086125 0.0 -0.1 0.1
C 0.498641 -6.085121 0.391009 0.0 0.1 -0.1
C 1.830959 -6.433273 0.217761 0.0 0.0 0.0
C 2.706053 -5.566682 -0.434105 0.0 0.0 0.0
C 2.247119 -4.347560 -0.904646 0.1 0.0 0.1
C 1.675341 -1.056634 -3.638010 0.1 0.2 -0.1
C 2.411436 -1.389554 -4.801183 0.0 -0.1 -0.1
H 0.179769 1.226268 -5.077334 0.0 0.0 0.0
H -1.191410 2.681143 -6.509099 0.0 0.0 0.1
H -3.523763 4.550350 -5.981541 0.0 0.0 0.0
H -2.099533 5.536687 -6.195417 0.0 0.0 0.0
H -4.200780 5.974074 -4.191281 0.0 0.0 0.0
H -2.708224 6.874864 -4.320586 0.0 0.0 0.0
H -3.239928 6.298027 -1.333314 0.0 -0.1 0.0
H -2.274531 4.757184 0.258039 0.0 0.0 -0.1
H -3.405326 1.263960 -0.137835 0.0 0.0 -0.1
H -5.593854 1.410886 0.982411 0.0 0.0 0.0
H -5.851515 2.796111 3.019457 0.0 0.0 0.0
H -3.903037 3.994367 3.959164 0.0 0.0 -0.1
H -1.702981 3.806597 2.894907 0.0 0.0 0.0
H 1.853943 1.768494 0.334319 0.0 -0.4 -0.3
H 3.888624 2.764599 1.218841 0.0 0.0 0.0
H 3.771623 4.931986 2.412209 -0.1 0.0 0.0
H 1.596463 6.066638 2.701563 0.0 0.0 0.0
H -0.461635 5.070999 1.836337 0.0 0.0 0.0
H 2.756975 2.236564 -3.697612 -0.1 -0.1 0.0
H 4.148922 1.456108 -5.570439 0.0 0.0 0.0
H 4.991274 -1.250338 -6.573905 0.0 0.0 0.0
H 3.693610 -0.716822 -7.610690 0.0 0.0 0.0
H 4.061610 -3.436391 -6.567109 0.0 0.0 0.0
H 2.715074 -2.888780 -7.533977 0.0 0.0 0.0
H 1.615001 -4.653660 -5.293806 0.0 0.0 0.0
H 0.587177 -4.251349 -3.143618 0.0 0.0 0.0
H -1.568804 -3.968396 -2.867348 0.0 0.0 0.0
H -4.011766 -4.084568 -2.830798 0.0 0.0 0.0
H -5.321524 -2.653383 -1.293169 0.0 0.0 0.0
H -4.152686 -1.063418 0.214608 0.0 0.0 0.0
H -1.782943 -0.929175 0.196725 -0.2 0.2 0.4
H -1.019593 -4.620968 0.028703 0.0 0.0 0.0
H -0.184238 -6.771058 0.877154 0.0 0.0 0.0
H 2.188585 -7.390603 0.574810 0.0 0.0 0.0
H 3.741125 -5.849716 -0.583602 -0.1 0.0 0.0
H 2.931044 -3.688280 -1.429932 0.0 0.0 0.0
```
Positions in Å, forces in eV/Å.

Atomic partial charges in e from the Löwdin method, atoms 1 to 8: atom 1 (Zr): 1.62, atom 2 (C): -0.01, atom 3 (C): -0.37, atom 4 (C): -0.03, atom 5 (C): -0.30, atom 6 (C): -0.10, atom 7 (C): -0.02, atom 8 (C): -0.24

# 4
# C2H2N6

The molecule C2H2N6 at a distorted geometry (ωB97M-V with the def2-TZVPD basis set, OMol25).

Results
Energy relative to the best compared isomer or geometry (same formula, charge and spin), kcal per mole: 88.0
HOMO level, eV: -10.30
E_LUMO, eV: -1.677
Kohn-Sham gap, hartree: 0.3169
Spin multiplicity: 1
SMILES string: [H]/N=c1/nncnnn1

```
10
Properties=species:S:1:pos:R:3:forces:R:3
C 0.566188 0.871498 -0.007627 5.8 -1.2 4.3
C -0.501439 -1.169264 -0.480091 -1.6 -1.0 -1.5
H 1.813626 0.631622 1.287843 0.3 -0.2 5.3
H -0.013399 -2.202071 -1.011105 -1.8 2.9 1.9
N 1.795462 0.635768 0.361111 -2.4 0.7 -6.5
N 0.078302 0.949176 -1.233978 -2.3 -0.2 -3.8
N -0.626265 -0.059984 -1.440667 1.9 -1.2 -0.9
N -1.249462 -1.050622 0.583190 2.0 0.2 -0.5
N -1.427283 0.310669 1.073967 2.2 -0.1 -0.9
N -0.435729 1.083209 0.867357 -4.0 0.1 2.5
```
Positions in Å, forces in eV/Å.

Atomic partial charges in e from the Löwdin method, atoms 1 to 8: atom 1 (C): -0.61, atom 2 (C): -0.18, atom 3 (H): -0.01, atom 4 (H): 0.19, atom 5 (N): 0.22, atom 6 (N): 0.12, atom 7 (N): 0.09, atom 8 (N): 0.05